The following is a DFT calculation (the ωB97M-V functional and the def2-TZVPD basis) of a structure of composition C6H10NO8S2Sr in a non-equilibrium geometry.

The geometry in XYZ format:
```
28
Properties=species:S:1:pos:R:3:mulliken_charge:R:1
C 2.8166 -0.8887 1.7824 -0.664
C 3.3967 -1.2197 0.4231 0.526
O 3.7647 -2.3033 0.1123 -0.460
O 3.5107 -0.1649 -0.5131 -0.257
C 2.2963 0.0943 -1.1317 -0.549
S 1.6009 1.7001 -0.4640 1.387
O 1.4008 2.5418 -1.6027 -0.623
O 2.5815 2.1769 0.4519 -0.589
N 0.1504 1.4841 0.4582 -0.527
S -1.2333 1.7313 -0.4992 0.839
O -1.3769 3.1281 -0.7072 -0.537
O -1.0488 1.0390 -1.8454 -0.770
C -2.7900 1.1678 0.3533 -0.384
C -3.0098 -0.3903 0.6534 -0.909
C -2.8351 -1.3701 -0.5906 0.284
O -3.3528 -1.2344 -1.6470 -0.324
O -1.9464 -2.5297 -0.3715 -0.532
H 2.1488 -0.0275 1.7482 0.219
H 3.6533 -0.6617 2.4440 0.275
H 2.3266 -1.7928 2.1407 0.307
H 1.5676 -0.7169 -0.9573 0.126
H 2.4362 0.2327 -2.2033 0.445
H -2.7867 1.6664 1.3240 0.372
H -3.6554 1.5342 -0.1973 0.416
H -4.0540 -0.5223 0.9472 0.395
H -2.4289 -0.7398 1.5143 0.395
H -2.3825 -3.2291 -0.8922 0.369
Sr -0.7505 -0.7053 -0.7306 1.770
```

Summary:
energy: -1717.9715 Ha
HOMO-LUMO gap: 8.2 eV
net charge: +1


The following is a DFT calculation (the ωB97M-V functional and the def2-TZVPD basis) of the molecule C6H9B in a non-equilibrium geometry.

The geometry in XYZ format:
```
16
Properties=species:S:1:pos:R:3:mulliken_charge:R:1
B 0.5829 -0.9611 0.5761 0.115
C -1.5604 0.4204 0.1458 -0.898
C -0.5585 0.0103 1.1719 0.017
C -0.9884 1.3078 -0.7055 0.008
C 0.6003 0.9320 0.8760 -0.735
C 0.3420 1.5684 -0.3152 -0.626
C 0.5866 -1.5297 -0.8695 -0.874
H 1.6387 -1.2902 1.3717 -0.139
H -2.4619 -0.1512 0.2675 0.438
H -1.0063 -0.0978 2.1590 0.441
H -1.2984 1.8364 -1.5811 0.418
H 1.4996 0.9845 1.5149 0.449
H 0.8410 2.2178 -0.9342 0.516
H 1.4385 -1.2044 -1.4463 0.331
H -0.4576 -1.4907 -1.4042 0.218
H 0.8019 -2.5525 -0.8268 0.320
```

Summary:
energy: -258.6778 Ha
spin multiplicity: 3
energy above the lowest of the compared OMol25 structures with the same formula, charge and spin: 2.5 kcal/mol
HOMO-LUMO gap (alpha / beta): 6.8 / 7.4 eV


The following is a DFT calculation (the ωB97M-V functional and the def2-TZVPD basis) of a cluster of 12 separate species, C48H122N10O16 in total in a non-equilibrium geometry.

The geometry in XYZ format:
```
196
Properties=species:S:1:pos:R:3:mulliken_charge:R:1
C 5.2468 -5.3081 0.4388 -1.192
C 4.6425 -4.9849 1.7741 0.349
C 4.7556 -3.4513 2.2713 0.008
O 3.5717 -3.2910 3.0575 -0.311
C 2.6193 -4.1309 2.5724 0.604
O 1.4265 -4.1043 2.8514 -0.546
O 3.1850 -5.0719 1.7418 -0.316
H 6.3060 -5.4073 0.6197 0.493
H 5.1201 -4.4966 -0.3247 0.178
H 4.8624 -6.1871 -0.0214 0.182
H 5.0121 -5.7228 2.4897 0.267
H 4.7464 -2.8220 1.3984 -0.206
H 5.5430 -3.3411 2.9866 0.375
C 2.1237 6.2944 1.4761 -1.275
C 2.6803 5.0963 0.7624 0.752
C 1.6502 4.1162 0.2851 1.289
O 2.1911 3.5720 -0.9749 0.354
C 3.0137 4.5271 -1.4184 0.064
O 3.3749 4.6541 -2.5456 -0.602
O 3.2817 5.5031 -0.4910 -0.443
H 1.5768 5.7584 2.2314 0.324
H 1.4244 6.7800 0.8029 0.205
H 2.9482 6.9596 1.7602 0.404
H 3.4204 4.6641 1.4672 0.142
H 0.7383 4.6381 0.0222 -0.776
H 1.4556 3.2295 0.9093 -0.681
C -3.2688 1.8781 -2.5210 -1.215
C -4.3933 1.4298 -1.5911 0.648
C -4.9573 0.1129 -1.9632 -1.076
O -3.9117 -0.7907 -2.1703 -0.001
C -4.3575 -2.0508 -2.6445 -1.061
N -3.8643 1.4484 -0.2337 0.073
H -2.9322 2.8784 -2.2320 -0.018
H -3.7225 1.8822 -3.5145 0.665
H -2.4193 1.2176 -2.4356 0.089
H -5.2521 2.1476 -1.7254 0.365
H -5.4196 0.1564 -2.9332 0.604
H -5.7399 -0.3387 -1.1869 0.213
H -3.5691 -2.7681 -2.6701 0.228
H -4.7291 -2.0002 -3.6697 0.321
H -5.1114 -2.4229 -1.9465 0.397
H -4.5045 1.2570 0.5418 0.177
H -3.2819 2.2545 0.0259 -0.689
C 1.6673 0.7908 4.0536 -1.030
C 0.5735 0.6013 5.0999 0.726
C -0.1816 -0.5770 4.6272 -0.214
O -1.0985 -0.8663 5.6156 -0.311
C -1.6934 -2.1474 5.5556 -0.877
N 1.1627 0.4064 6.4317 -0.755
H 1.4222 1.2588 3.0872 -0.239
H 1.9736 -0.2017 3.7937 0.196
H 2.5481 1.2551 4.5263 0.442
H -0.0458 1.5103 5.0676 0.190
H 0.6219 -1.3476 4.4383 0.536
H -0.6497 -0.3929 3.6298 -0.295
H -2.4503 -2.2005 6.3205 0.338
H -0.9548 -2.9149 5.7645 0.339
H -2.2281 -2.4445 4.6735 0.194
H 1.8570 -0.3309 6.4203 0.256
H 0.4852 0.1773 7.1551 0.308
C -4.1756 0.7713 4.1805 -1.647
C -3.0596 1.7741 4.5341 3.712
C -3.4571 3.1315 3.9112 -1.305
O -2.3565 4.0111 3.6302 0.060
C -2.3805 5.3541 4.0918 -1.008
N -2.6572 2.0178 5.9688 -0.536
H -5.1825 1.1160 4.5441 0.334
H -3.9913 -0.1852 4.5965 0.409
H -4.2628 0.6240 3.0862 0.042
H -2.2249 1.4783 3.9513 -2.037
H -4.2104 3.6463 4.4394 0.796
H -3.9857 2.8545 2.9522 0.076
H -3.2340 5.9102 3.6653 0.321
H -1.4844 5.8658 3.6908 0.244
H -2.4572 5.4862 5.1504 0.319
H -3.4678 2.3809 6.4986 0.264
H -2.0771 1.3878 6.4550 0.218
C 4.9889 1.0562 -0.9511 -1.484
C 4.5563 0.1078 0.1251 0.608
C 3.8846 0.7980 1.2481 0.968
O 4.7886 1.8480 1.6610 -0.361
C 5.5726 1.5053 2.8088 -0.793
N 3.8119 -1.0621 -0.2865 0.362
H 4.0959 1.4745 -1.4667 0.107
H 5.5117 0.4811 -1.7946 0.339
H 5.6239 1.8712 -0.6225 0.377
H 5.4877 -0.2699 0.5760 0.079
H 3.7729 0.1484 2.1099 0.050
H 3.0135 1.3739 0.8970 -0.657
H 5.0162 0.7672 3.3461 0.351
H 5.5999 2.4043 3.4837 0.245
H 6.6004 1.1764 2.5715 0.237
H 2.8260 -0.9344 -0.2387 -0.629
H 4.0280 -1.3934 -1.2721 0.114
C 2.3291 3.4695 -7.7412 -1.189
C 1.2108 3.0706 -6.7994 0.484
C 1.7804 2.5115 -5.5173 -0.490
O 0.6864 1.9771 -4.7733 -0.503
C 1.0249 1.5682 -3.5267 0.166
N 0.2385 4.1451 -6.5224 -0.684
H 2.2697 3.2668 -8.7983 0.299
H 3.1948 2.9506 -7.3161 0.333
H 2.5577 4.5775 -7.6659 0.295
H 0.6147 2.2848 -7.3015 0.218
H 2.3205 3.2561 -4.9014 0.248
H 2.5198 1.6831 -5.6380 0.214
H 1.8858 0.9008 -3.4674 0.095
H 0.1184 1.0774 -3.1330 -0.179
H 1.2879 2.4851 -2.9589 0.148
H 0.6764 5.0564 -6.4044 0.282
H -0.2378 3.9133 -5.6603 0.211
C 0.1501 -2.8075 -4.3709 -1.405
C 1.3396 -3.4151 -3.7408 0.766
C 2.5482 -2.5582 -4.2063 -0.428
O 2.6193 -2.6444 -5.6075 -0.380
C 3.5487 -1.7833 -6.1319 -0.704
N 1.3057 -3.2688 -2.2125 0.350
H 0.3968 -2.6373 -5.3995 0.530
H -0.0061 -1.7861 -3.8953 0.141
H -0.7601 -3.3778 -4.2797 0.325
H 1.5868 -4.4846 -4.0306 0.137
H 3.3975 -2.9364 -3.6237 0.390
H 2.3499 -1.5775 -3.8303 0.044
H 4.3138 -1.5890 -5.3947 0.362
H 3.0578 -0.8272 -6.3198 0.174
H 3.9054 -2.2225 -7.0752 0.259
H 0.3303 -3.3252 -1.8357 -0.193
H 1.8321 -4.0501 -1.8072 -0.304
C -4.5664 -5.2744 1.4619 -1.620
C -3.9390 -3.9849 0.8685 0.699
C -4.5575 -2.7719 1.5531 0.393
O -5.9754 -2.8028 1.3591 -0.400
C -6.7137 -1.6667 1.6916 -0.587
N -2.5062 -3.9343 1.2114 -0.344
H -4.6576 -5.3142 2.5244 0.346
H -4.0266 -6.1635 1.1337 0.462
H -5.6042 -5.4142 1.1259 0.356
H -4.1434 -3.9741 -0.2151 -0.047
H -4.1843 -1.9070 1.0014 -0.396
H -4.3030 -2.7589 2.6718 0.253
H -6.8692 -1.5207 2.7607 0.287
H -7.6826 -1.8162 1.2431 0.302
H -6.3387 -0.7444 1.2642 0.102
H -2.0175 -4.7193 0.8094 0.074
H -2.0948 -3.1284 0.6350 -0.016
C -3.0450 4.9927 -0.4250 -0.786
C -2.0887 6.0164 0.0336 1.963
C -1.3711 6.6191 -1.1460 -1.608
O -0.8018 5.4715 -1.7836 0.178
C -0.4974 5.5561 -3.1615 -0.867
N -2.7230 7.0532 0.7956 -0.692
H -3.5342 4.5205 0.3867 0.207
H -2.5763 4.2288 -1.0438 -0.253
H -3.8340 5.3610 -1.1431 0.450
H -1.2387 5.6142 0.5970 -0.484
H -0.6264 7.3131 -0.8157 0.320
H -2.0535 7.0629 -1.8854 0.592
H -1.3487 5.5831 -3.8205 0.401
H 0.1820 4.7376 -3.4024 -0.156
H 0.0744 6.4649 -3.3085 0.494
H -3.5236 7.4498 0.3459 0.244
H -2.9730 6.8834 1.7386 0.142
C 0.0830 -6.5521 1.0230 -1.869
C 0.7053 -6.1668 -0.2537 2.349
C 1.7680 -7.1545 -0.6984 -1.194
O 2.6610 -6.5925 -1.5838 -0.068
C 3.3612 -7.5232 -2.3392 -0.956
N -0.4230 -5.9663 -1.1832 -0.502
H 0.9024 -6.9670 1.6730 0.451
H -0.6454 -7.3552 0.9863 0.473
H -0.3261 -5.7115 1.5501 0.242
H 1.2109 -5.2079 -0.1927 -0.951
H 1.2229 -7.9799 -1.2066 0.408
H 2.1361 -7.7661 0.1682 0.368
H 3.7667 -8.3055 -1.7067 0.379
H 4.1042 -6.9220 -2.8791 0.243
H 2.7660 -8.0344 -3.1412 0.302
H -0.1147 -5.4156 -1.9908 0.114
H -0.6194 -6.8563 -1.5877 0.341
C 0.3756 -1.2825 1.0458 0.646
C -0.8691 -0.5543 0.6473 1.104
C -0.4351 0.8594 0.1634 0.102
O 0.1801 1.5402 1.2055 1.360
C -0.6842 2.3817 1.8712 -0.657
N -1.6715 -1.2012 -0.3646 0.857
H 0.9709 -1.5939 0.1112 -1.074
H 0.2316 -2.1854 1.7208 0.267
H 1.0275 -0.5695 1.5258 -0.701
H -1.6007 -0.4126 1.4969 -0.542
H -1.3353 1.4359 -0.1833 -0.523
H 0.3260 0.8334 -0.6048 0.048
H -0.1709 2.7305 2.7580 0.634
H -1.5895 1.8840 2.2053 -0.411
H -0.9565 3.2426 1.2462 0.237
H -1.1450 -1.2752 -1.2438 -0.307
H -2.4534 -0.6097 -0.4876 -0.533
```

Summary:
energy: -3653.1875 Ha
energy above the lowest of the compared OMol25 structures with the same formula, charge and spin: 39.8 kcal/mol
HOMO-LUMO gap: 9.1 eV
structure (SMILES): C[C@H]1COC(=O)O1.C[C@H]1COC(=O)O1.COC[C@H](C)N.COC[C@H](C)N.COC[C@H](C)N.COC[C@H](C)N.COC[C@H](C)N.COC[C@H](C)N.COC[C@H](C)N.COC[C@H](C)N.COC[C@H](C)N.COC[C@H](C)N


- Among the records above, which one has the lowest energy?
  C48H122N10O16


- energy of number 3 (C48H122N10O16)?
  -3653.1875 Ha


- Among the records above, which one has the lowest energy?
  C48H122N10O16